A cluster of 9 separate species, C14H35N9O21 in total, computed with ωB97M-V with the def2-TZVPD basis set.

## Properties
SMILES string: NCCOC(=O)OCCOC=O.C[N+](=O)[O-].C[N+](=O)[O-].C[N+](=O)[O-].C[N+](=O)[O-].C[N+](=O)[O-].C[N+](=O)[O-].C[N+](=O)[O-].C[N+](=O)[O-]
LUMO, eV: -0.367
Highest occupied orbital energy, Ha: -0.353
Max |F|, hartree/bohr: 0.0182
Electronic energy, Eh: -2626.51987
HOMO-LUMO gap, Eh: 0.33963

Each line ends with the Löwdin charge.
Positions of all 79 atoms, in Å:
N (4.52232, -3.02574, 2.42465)  0.011
C (5.03720, -1.66042, 2.43161)  -0.239
C (4.00710, -0.57724, 2.75211)  -0.148
O (3.26947, -0.29296, 1.55053)  0.037
C (2.04788, 0.23988, 1.61292)  -0.582
O (1.61304, 0.88483, 0.69677)  0.146
O (1.32175, -0.01049, 2.73271)  -0.013
C (0.81498, -1.36018, 2.80552)  -0.110
C (-0.44920, -1.33958, 3.64375)  -0.127
O (-1.61852, -1.11300, 2.85416)  -0.033
C (-2.04089, -2.15759, 2.12300)  -0.346
O (-1.72677, -3.30455, 2.31129)  0.085
H (4.16622, -3.29134, 1.51766)  0.062
H (3.81519, -3.18721, 3.12867)  0.056
H (5.88219, -1.57016, 3.11893)  0.111
H (5.37958, -1.45654, 1.41030)  0.120
H (4.50940, 0.32997, 3.10200)  0.125
H (3.34613, -0.93872, 3.54131)  0.113
H (0.61626, -1.73303, 1.79403)  0.150
H (1.55140, -2.03436, 3.25856)  0.121
H (-0.52917, -2.25373, 4.23566)  0.131
H (-0.39021, -0.49254, 4.33323)  0.138
H (-2.71755, -1.86222, 1.31374)  0.139
C (-5.03072, -1.00025, 4.34360)  0.049
N (-5.66728, -1.07246, 3.00237)  -0.428
O (-6.70707, -0.47554, 2.82586)  0.068
O (-5.09529, -1.73036, 2.15558)  0.055
H (-5.63948, -0.36151, 4.97114)  0.100
H (-4.98195, -2.01501, 4.72939)  0.106
H (-4.03725, -0.58984, 4.20861)  0.064
C (3.14751, -0.02238, -2.04692)  0.060
N (3.49733, -1.44955, -2.28787)  -0.439
O (3.64681, -2.17246, -1.32538)  0.066
O (3.61143, -1.80165, -3.44432)  0.051
H (3.07761, 0.14069, -0.97963)  0.059
H (3.93008, 0.58125, -2.49738)  0.106
H (2.19643, 0.16390, -2.53605)  0.107
C (-2.86984, 2.85226, 1.75811)  0.053
N (-3.80879, 2.43101, 2.83344)  -0.434
O (-4.90829, 2.93017, 2.87063)  0.090
O (-3.39969, 1.59217, 3.61888)  0.030
H (-3.36541, 3.59309, 1.14504)  0.073
H (-1.98949, 3.26444, 2.23858)  0.086
H (-2.61236, 1.95869, 1.19630)  0.105
C (4.30282, -1.27868, -6.65456)  0.046
N (4.03202, -0.11903, -7.54650)  -0.451
O (3.66453, -0.34292, -8.68085)  0.062
O (4.19452, 0.98984, -7.07679)  0.048
H (4.11644, -2.18973, -7.21091)  0.057
H (5.34033, -1.20656, -6.34287)  0.106
H (3.64555, -1.18725, -5.79596)  0.076
C (4.60261, -5.37063, -10.11131)  0.049
N (4.76057, -4.36657, -9.02483)  -0.443
O (5.84055, -3.83426, -8.89140)  0.075
O (3.78325, -4.14529, -8.33966)  0.056
H (5.54823, -5.45923, -10.63162)  0.094
H (4.31075, -6.30610, -9.64437)  0.100
H (3.81494, -5.01224, -10.76665)  0.102
C (0.87008, 3.26788, 4.33994)  0.052
N (2.24655, 3.00004, 4.84390)  -0.444
O (2.97883, 2.33439, 4.14193)  0.064
O (2.53980, 3.46307, 5.92335)  0.074
H (0.76126, 2.78617, 3.37491)  0.085
H (0.17631, 2.86289, 5.07039)  0.102
H (0.75797, 4.34536, 4.26890)  0.101
C (-1.90236, 7.62650, -0.17001)  0.052
N (-2.28443, 6.36196, 0.51708)  -0.444
O (-3.46348, 6.12323, 0.65710)  0.076
O (-1.37705, 5.64652, 0.89142)  0.054
H (-2.80922, 8.15140, -0.44351)  0.096
H (-1.29933, 8.20087, 0.52624)  0.101
H (-1.31659, 7.35389, -1.04238)  0.102
C (-8.77576, -0.85978, 0.36338)  0.031
N (-9.37919, -0.94462, -0.99513)  -0.458
O (-10.42359, -0.35954, -1.19197)  0.062
O (-8.77824, -1.59864, -1.82110)  0.059
H (-9.41716, -0.24819, 0.98551)  0.094
H (-8.69479, -1.87224, 0.74546)  0.100
H (-7.78881, -0.42221, 0.25980)  0.089

A cluster of 2 separate species, C4H8O2 in total, computed with ωB97M-V with the def2-TZVPD basis set.

## Properties
SMILES string: C=CC(=C)O.O
Relative energy (zero: lowest compared OMol25 entry of this formula, charge and spin), kcal/mol: 48.1
LUMO, eV: 0.597
Highest occupied orbital energy, Ha: -0.324
Max |F|, hartree/bohr: 0.0178
Electronic energy, Eh: -307.63580
HOMO-LUMO gap, Eh: 0.34617

Each line ends with the Löwdin charge.
Positions of all 14 atoms, in Å:
C (-2.29648, -0.45274, 0.28073)  0.035
C (-1.17728, 0.24822, 0.24900)  -0.140
C (-0.67278, 1.08692, 1.34415)  -0.431
C (0.41161, 1.85182, 1.20625)  0.057
O (-1.36677, 0.97101, 2.51879)  0.028
H (-2.92745, -0.34561, 1.14820)  0.064
H (-2.51167, -1.11369, -0.54390)  0.059
H (-0.49945, 0.28464, -0.60118)  0.103
H (0.75753, 2.53621, 1.96842)  0.062
H (1.03001, 1.72039, 0.33595)  0.055
H (-0.74330, 1.08078, 3.24690)  0.110
O (3.22063, -2.88779, -3.99173)  -0.063
H (2.67169, -2.43655, -3.33895)  0.032
H (4.10371, -2.54359, -3.82263)  0.031

A cluster of 2 separate species, C6H13N in total, computed with ωB97M-V with the def2-TZVPD basis set.

## Properties
Relative energy (zero: lowest compared OMol25 entry of this formula, charge and spin), kcal/mol: 150.9
LUMO, eV: -3.021
Highest occupied orbital energy, Ha: -0.223
Max |F|, hartree/bohr: 0.0179
Electronic energy, Eh: -290.91833
HOMO-LUMO gap, Eh: 0.11211

Each line ends with the Löwdin charge.
Positions of all 20 atoms, in Å:
C (-2.72425, 0.30762, -1.08477)  -0.095
C (-1.74018, -0.00987, 0.07708)  -0.479
C (2.17471, 1.25184, -0.37730)  0.131
C (2.01460, -0.04938, 0.05597)  -0.448
C (2.49836, -1.12069, -0.65804)  0.113
C (1.18883, -0.28049, 1.28762)  -0.093
N (-2.25468, -0.80119, 1.11118)  0.026
H (-3.36281, -0.56440, -1.20638)  0.062
H (-3.34436, 1.17318, -0.84875)  0.061
H (-2.16784, 0.50472, -1.99640)  0.060
H (-0.90771, -0.56355, -0.36689)  0.073
H (2.74250, 1.39960, -1.28724)  0.068
H (1.78721, 2.06841, 0.21118)  0.066
H (3.11281, -0.91137, -1.52595)  0.066
H (2.38082, -2.12898, -0.28989)  0.071
H (0.52766, -1.12756, 1.19754)  0.064
H (0.52494, 0.56390, 1.45754)  0.054
H (1.80114, -0.38809, 2.18546)  0.089
H (-2.96079, -0.26998, 1.62643)  0.011
H (-1.29097, 0.94627, 0.43161)  0.103

The ion C4H11N4S with charge +1 at a distorted geometry, computed with ωB97M-V with the def2-TZVPD basis set.

## Properties
SMILES string: CS[C@H]1N(C)NN=[N+]1C
Relative energy (zero: lowest compared OMol25 entry of this formula, charge and spin), kcal/mol: 88.8
Total charge: +1
LUMO, eV: -4.077
Highest occupied orbital energy, Ha: -0.480
Max |F|, hartree/bohr: 0.0810
Electronic energy, Eh: -775.82470
HOMO-LUMO gap, Eh: 0.33036

Each line ends with the Löwdin charge.
Positions of all 20 atoms, in Å:
C (-2.25692, 0.57542, -0.74207)  -0.414
S (-0.80417, 1.41176, -1.25238)  0.840
C (0.55265, 0.47660, -0.26211)  -0.399
N (0.06396, 0.17970, 1.22850)  -0.126
C (0.18162, 1.22004, 2.21742)  -0.056
N (0.45248, -1.18643, 1.37401)  0.070
N (0.73825, -1.75105, 0.27795)  0.133
N (0.78834, -0.90706, -0.68434)  -0.181
C (0.99831, -1.23370, -2.13070)  0.005
H (-3.04235, 1.13429, -1.44895)  0.106
H (-2.39100, 0.92782, 0.24991)  0.015
H (-2.18541, -0.39836, -1.13815)  0.015
H (1.50844, 1.13133, -0.32879)  0.145
H (1.16208, 1.51165, 2.58740)  0.089
H (-0.29996, 2.11335, 1.67133)  0.118
H (-0.52406, 0.92882, 3.03002)  0.106
H (0.32530, -1.84390, 2.12660)  0.187
H (0.02378, -1.90576, -2.45527)  0.155
H (1.79267, -2.01818, -2.15400)  0.099
H (1.14658, -0.27585, -2.68084)  0.091

A cluster of 4 separate species, C3H9I3N4 in total at a distorted geometry, computed with ωB97M-V with the def2-TZVPD basis set.

## Properties
Total charge: +2
LUMO (spin up / spin down), eV: -11.216 / -11.220
Highest occupied orbital energy (spin up / spin down), Ha: -0.539 / -0.539
Max |F|, hartree/bohr: 0.1370
Electronic energy, Eh: -1230.91511
HOMO-LUMO gap (spin up / spin down), Eh: 0.12678 / 0.12654

Each line ends with the Löwdin charge.
Positions of all 19 atoms, in Å:
C (-1.14297, 0.31041, 0.73173)  -0.001
C (-0.01846, -1.51572, 2.08465)  0.112
C (-0.55869, -0.26404, -2.68216)  0.078
N (-0.31587, -0.71585, 0.88301)  0.005
N (-1.26603, 0.57967, -0.53296)  0.246
N (-0.50189, -0.24248, -1.27964)  -0.059
N (0.02120, -1.13836, -0.41476)  0.269
I (-4.57383, 3.61268, 0.65101)  0.020
I (1.53369, 4.01252, 0.44138)  0.022
I (5.62850, 0.89392, 0.32480)  0.245
H (-1.65908, 0.78069, 1.64432)  0.219
H (-1.05181, -1.48329, 2.56207)  0.164
H (0.36372, -2.40178, 1.79766)  0.073
H (0.76326, -1.06703, 2.69653)  0.138
H (0.28005, -0.87986, -3.12534)  0.160
H (-1.63062, -0.47991, -2.97960)  0.172
H (-0.41443, 0.74098, -2.97007)  0.117
H (3.83883, 1.15731, 0.82840)  -0.244
H (0.70443, -1.89985, -0.66105)  0.263

A structure of composition C6H6F12N2O9S4Sn at a distorted geometry, computed with ωB97M-V with the def2-TZVPD basis set.

## Properties
Total charge: -1
2S+1: 2
LUMO (spin up / spin down), eV: 1.229 / 1.294
Highest occupied orbital energy (spin up / spin down), Ha: -0.184 / -0.263
Max |F|, hartree/bohr: 0.0951
Electronic energy, Eh: -4024.25370
HOMO-LUMO gap (spin up / spin down), Eh: 0.22937 / 0.31071
Expectation value of S²: 0.7526

Each line ends with the Mulliken spin population.
Positions of all 40 atoms, in Å:
Sn (-0.88447, 0.30272, -0.17466)  0.955
C (1.40194, -3.64116, -2.24343)  0.000
F (2.26512, -4.19161, -1.46192)  0.000
F (1.37296, -4.15286, -3.44136)  0.000
F (0.16426, -3.80480, -1.77893)  0.002
S (1.62341, -1.67543, -2.37856)  0.030
O (2.84732, -1.35233, -3.11850)  -0.001
O (0.39704, -1.24487, -3.04349)  0.004
N (1.57575, -1.20146, -0.65722)  -0.019
S (3.08414, -0.85426, -0.29769)  0.015
O (4.15790, -1.85184, -0.53955)  -0.001
O (3.35086, 0.51926, -0.76723)  0.004
C (2.93768, -0.78254, 1.65895)  0.003
F (1.81477, -0.09783, 1.96611)  -0.007
F (2.82871, -2.09386, 2.06002)  0.000
F (4.05112, -0.16762, 2.15539)  0.000
C (1.08078, 4.77015, 0.70272)  -0.001
F (2.37366, 4.92224, 0.45610)  0.000
F (0.61020, 5.76420, 1.34063)  0.000
F (0.42404, 4.57043, -0.41880)  0.004
S (0.97508, 3.13218, 1.63973)  -0.010
O (1.89305, 2.24177, 0.92674)  -0.003
O (1.58737, 3.53299, 2.95490)  -0.002
N (-0.64910, 2.59435, 1.61918)  0.026
S (-1.03757, 2.77730, 3.13174)  0.000
O (-0.46522, 1.76905, 4.00368)  0.005
O (-0.98309, 4.12254, 3.69288)  -0.002
C (-2.93951, 2.36356, 3.15434)  -0.001
F (-3.30656, 2.18588, 4.40240)  0.001
F (-3.58288, 3.46734, 2.66332)  0.000
F (-3.25375, 1.14064, 2.43517)  0.003
C (-2.68157, -2.83773, -3.13779)  -0.002
C (-3.31248, -2.16052, -1.91211)  0.016
O (-2.30961, -2.17658, -0.89716)  -0.018
H (-3.43250, -3.16918, -3.85498)  0.001
H (-2.14179, -3.72833, -2.81597)  0.001
H (-1.93237, -2.19361, -3.59812)  0.001
H (-4.27931, -2.60467, -1.67532)  0.002
H (-3.50258, -1.09625, -2.05098)  -0.008
H (-2.12292, -3.09743, -0.70022)  0.003

A structure of composition C10H14Cl2F12N2O11S4V at a distorted geometry, computed with ωB97M-V with the def2-TZVPD basis set.

## Properties
Relative energy (zero: lowest compared OMol25 entry of this formula, charge and spin), kcal/mol: 0.0
2S+1: 2
LUMO (spin up / spin down), eV: -1.191 / -0.858
Highest occupied orbital energy (spin up / spin down), Ha: -0.388 / -0.388
Max |F|, hartree/bohr: 0.0787
Electronic energy, Eh: -5982.06160
HOMO-LUMO gap (spin up / spin down), Eh: 0.34443 / 0.35665
Expectation value of S²: 0.7691

Each line ends with the Mulliken spin population.
Positions of all 56 atoms, in Å:
O (0.13842, -1.07578, -0.78957)  -0.182
V (0.37060, 0.15399, 0.09423)  1.098
C (-1.29333, 2.51409, 3.14926)  0.001
F (-2.21085, 2.56014, 2.22658)  0.000
F (-0.31095, 3.36972, 2.91322)  0.000
F (-1.80202, 2.84997, 4.32101)  0.000
S (-0.52812, 0.74996, 3.35869)  0.005
O (0.89153, 0.95193, 3.40542)  0.001
O (-1.12732, 0.23565, 4.55611)  -0.001
N (-0.84026, -0.00726, 1.83205)  0.023
S (-2.26731, -0.73310, 1.84354)  0.008
O (-3.33739, -0.04898, 2.52741)  0.002
O (-2.53188, -1.05523, 0.45798)  0.008
C (-2.06030, -2.35674, 2.78304)  0.000
F (-2.98004, -3.20286, 2.35242)  0.000
F (-0.84261, -2.84373, 2.48103)  0.000
F (-2.16624, -2.24987, 4.09035)  0.000
C (1.17671, 3.94662, -1.86850)  0.000
F (2.44567, 3.90803, -1.49576)  0.000
F (0.68148, 5.13645, -2.10220)  0.000
F (1.07055, 3.24283, -2.99433)  0.000
S (0.14038, 3.18530, -0.46712)  0.004
O (1.01003, 2.69969, 0.61389)  0.001
O (-0.87704, 4.09846, -0.02245)  -0.001
N (-0.46606, 1.68456, -1.13473)  0.018
S (-1.88720, 2.11640, -1.82302)  0.005
O (-2.98536, 2.07244, -0.91477)  0.003
O (-1.83102, 3.31344, -2.63548)  0.000
C (-2.15118, 0.71513, -3.04225)  0.001
F (-2.15541, -0.41096, -2.32905)  0.003
F (-3.33118, 0.81016, -3.61010)  0.000
F (-1.19862, 0.68304, -3.95505)  0.000
C (2.10379, -1.67002, 2.30646)  0.007
O (2.09993, -0.80630, 1.16133)  -0.003
C (3.10721, 0.19190, 1.11862)  0.010
C (3.40863, 0.54531, -0.33644)  -0.010
O (2.16630, 0.68812, -1.02388)  0.002
C (2.41791, 0.76580, -2.41624)  0.001
H (3.14858, -1.91769, 2.50106)  0.001
H (1.52360, -2.55970, 2.08587)  -0.002
H (1.67923, -1.15687, 3.16840)  -0.001
H (4.03476, -0.15857, 1.57271)  0.001
H (2.76163, 1.11003, 1.60673)  -0.001
H (4.00941, -0.29844, -0.69485)  -0.001
H (4.05578, 1.41884, -0.41577)  -0.002
H (3.04522, 1.60527, -2.69338)  0.001
H (1.47262, 0.84287, -2.96510)  -0.001
H (2.69041, -0.19655, -2.86748)  0.000
Cl (-3.16394, -3.61960, -1.42543)  0.000
C (-1.98792, -4.76336, -2.13112)  0.000
C (-0.58525, -4.21964, -2.11121)  0.000
Cl (0.16333, -4.40348, -0.50958)  0.000
H (-2.37724, -5.00260, -3.11580)  0.000
H (-2.05198, -5.61138, -1.45309)  0.000
H (-0.58255, -3.15536, -2.35519)  0.000
H (0.11687, -4.64205, -2.82846)  0.000

An isolated molecule of C2H5B at a distorted geometry, computed with ωB97M-V with the def2-TZVPD basis set.

## Properties
SMILES string: BC=C
Relative energy (zero: lowest compared OMol25 entry of this formula, charge and spin), kcal/mol: 40.9
LUMO, eV: -0.575
Highest occupied orbital energy, Ha: -0.358
Max |F|, hartree/bohr: 0.1482
Electronic energy, Eh: -103.92722
HOMO-LUMO gap, Eh: 0.33709

Each line ends with the Löwdin charge.
Positions of all 8 atoms, in Å:
B (-1.29155, 0.29776, -0.08238)  -0.077
C (-0.09282, -0.63397, 0.16083)  -0.103
C (1.32280, 0.01081, -0.16213)  0.095
H (-1.41716, 1.17010, -0.77655)  -0.003
H (-2.20542, -0.13706, 0.46577)  -0.005
H (-0.11578, -1.63930, 0.73584)  0.076
H (2.36784, -0.25314, -0.11132)  0.035
H (1.12974, 0.95992, -0.52310)  -0.018